8
Properties=species:S:1:pos:R:3:forces:R:3 method="wB97M-V/def2-TZVPD" gap_ev="7.93 / 7.65" e_lumo_ev="-0.8486 / -1.0088" e_homo_ev="-8.7740 / -8.6548" e_tot_ha=-1755.52260 e_above_lowest_kcal_mol=86.8
C -1.8079 0.3567 -0.2197 2.4 -1.0 0.0
C 1.2565 -0.5951 0.0401 0.2 -0.8 -0.1
Cl 1.3436 -1.4463 1.5243 -0.2 -0.3 -0.1
Cl 1.7477 0.9953 0.1353 0.6 0.8 -0.1
Cl 1.7300 -1.4559 -1.3890 -0.3 0.1 0.4
I -1.3589 2.3181 0.0888 -0.5 0.8 -0.2
H -1.0483 -0.1018 -0.9939 -2.0 0.6 1.5
H -1.8628 -0.0709 0.8140 -0.3 -0.3 -1.4

---

14
Properties=species:S:1:pos:R:3:forces:R:3 method="wB97M-V/def2-TZVPD" gap_ev=10.86 e_lumo_ev=1.0228 e_homo_ev=-9.8351 e_tot_ha=-324.64756 e_above_lowest_kcal_mol=48.3
N 2.5540 0.2667 0.5085 -0.6 -0.2 -0.6
C 1.4726 -0.0257 -0.0702 0.0 0.0 0.0
O 0.9404 -1.2351 -0.4571 -0.2 -0.5 0.5
C -0.3393 -0.6556 -0.9174 0.3 -0.3 0.3
C -1.4008 -0.5130 0.1897 0.1 -0.2 0.2
C -0.7860 0.8306 0.6311 0.0 0.2 0.2
C 0.2615 0.7574 -0.5092 -0.1 -0.1 -0.4
H 3.1571 -0.5428 0.6781 -0.3 0.1 0.0
H -0.6572 -1.2525 -1.7887 0.4 1.1 -0.2
H -1.3521 -1.3515 0.8831 -0.1 0.1 0.2
H -2.4468 -0.3947 -0.1297 0.5 -0.2 -0.3
H -0.3900 0.8199 1.6484 0.1 0.3 -0.2
H -1.4467 1.6872 0.4981 -0.1 -0.1 0.2
H 0.4333 1.6091 -1.1647 -0.1 0.0 0.1

---

154
Properties=species:S:1:pos:R:3:forces:R:3 method="wB97M-V/def2-TZVPD" gap_ev=8.41 e_lumo_ev=-2.3461 e_homo_ev=-10.7595 e_tot_ha=-4251.38551 charge=+1
C -0.9674 0.7325 4.1282 -0.1 -0.4 0.0
C -0.7611 -0.3486 2.9369 0.1 0.9 -1.2
C -0.1216 0.4414 1.6715 0.1 -0.1 -0.5
C 1.4073 0.9394 1.9443 -1.7 1.7 -0.1
O 2.2128 0.4960 0.8183 1.6 0.0 0.6
C 3.5250 0.0017 1.1760 0.3 -1.9 0.6
C 3.2782 -1.4258 1.9871 -0.2 0.9 1.1
O 2.0862 -2.1436 1.5406 2.3 -0.3 0.3
C 2.3516 -3.4899 1.0397 2.8 -1.6 2.8
N 4.3600 0.8440 2.0611 -0.6 -0.4 -2.0
C 4.9740 2.0452 1.3998 -0.1 1.5 1.9
C 6.5233 2.0964 1.8654 0.5 -0.4 -0.1
C 7.5771 2.7539 0.8376 1.2 1.3 1.0
C 8.8005 3.4067 1.7446 1.1 -0.8 -0.5
C 10.1462 2.4807 1.5204 -0.8 -0.4 0.0
C 10.8220 2.6598 0.0591 -0.4 -0.5 -0.1
N 11.4860 4.0014 -0.1639 -1.4 -0.5 -0.1
C 4.2350 3.3275 2.1413 1.8 2.2 -2.2
C 4.9460 4.7837 1.4766 -3.3 2.0 0.5
C 3.9246 6.1516 1.5619 2.0 -2.9 -3.4
O 4.2759 5.3321 0.2051 2.2 -0.2 4.0
C 4.6834 2.2198 -0.1743 -1.6 1.3 1.1
N 4.7170 0.9276 -0.9906 0.5 0.3 0.0
C 6.0286 0.7059 -1.7129 2.5 -0.9 -1.7
C 6.3851 1.7932 -2.8598 0.3 0.2 -1.0
P 3.4131 1.1572 -2.2428 -1.1 -0.2 -3.5
S 3.5444 -0.0214 -3.7689 -0.1 0.2 0.7
C 4.4941 -0.3123 -0.1385 0.2 -1.7 2.7
O 4.1254 -1.4912 -0.8834 1.4 1.0 1.0
C 5.1773 -2.5179 -0.7736 1.3 -1.5 -0.2
C 4.9147 -3.8415 -1.6586 0.4 -1.4 0.3
C 5.8276 -5.0338 -0.9748 0.6 1.2 0.4
O 5.3369 -3.6649 -3.0568 -0.2 -0.7 1.2
H -0.9078 0.1659 5.1371 -0.4 1.2 -1.6
H -1.9912 1.2618 3.9809 1.8 -1.0 0.5
H -0.1610 1.5788 4.1443 -1.3 -1.7 -0.1
H -0.0581 -1.2317 3.1910 -1.2 1.5 -0.2
H -1.7879 -0.7788 2.5735 1.9 0.7 0.9
H -0.7661 1.3806 1.3803 1.1 -1.8 0.8
H -0.0968 -0.2100 0.6947 0.1 1.0 2.0
H 1.3715 2.1146 1.8941 0.3 -2.1 0.2
H 1.8161 0.6854 2.9929 -0.7 0.0 -1.8
H 3.0461 -1.0836 3.0890 0.5 -0.7 -2.0
H 4.2377 -2.0713 2.0636 -1.7 1.0 -0.4
H 1.4362 -4.1485 1.3671 2.0 1.1 -0.4
H 2.3130 -3.4436 -0.1073 3.9 -0.4 3.0
H 3.3044 -3.9946 1.4636 -1.2 1.2 -0.2
H 3.9581 1.0429 2.9886 0.1 -0.1 -0.9
H 6.5448 2.6712 2.8895 0.0 -1.0 -2.1
H 6.9031 1.0160 2.1301 -0.9 2.0 -0.6
H 8.1276 1.9872 0.1406 -1.5 1.4 1.2
H 7.1636 3.6678 0.2274 0.5 -2.1 0.9
H 9.0277 4.4978 1.4168 -0.4 -1.8 0.6
H 8.5873 3.3752 2.8783 0.1 0.2 -1.9
H 9.7771 1.3666 1.5923 0.7 2.0 -0.1
H 10.8945 2.6196 2.4080 -1.2 -0.1 -1.9
H 11.5571 1.7679 -0.1091 -1.1 1.7 0.4
H 10.0220 2.5596 -0.7959 1.2 -0.1 1.8
H 10.9327 4.4794 -0.9153 0.9 -0.3 1.3
H 11.4552 4.5683 0.7022 0.0 -0.4 -0.9
H 4.4694 3.3521 3.2740 -0.5 -0.2 -1.9
H 3.1133 3.4078 1.8830 1.8 -0.3 0.6
H 6.1465 4.9655 1.6563 -3.4 -0.3 -0.7
H 4.4658 7.1845 1.6092 -1.4 -2.1 -0.2
H 2.7901 5.9998 1.4074 2.0 0.6 1.6
H 3.5645 2.5804 -0.2514 2.1 -0.6 0.3
H 5.2909 3.0811 -0.6779 -0.9 -2.0 1.0
H 5.9874 -0.3344 -2.2582 -0.3 2.1 1.1
H 6.8988 0.5854 -0.9346 -2.0 0.6 -1.2
H 7.5321 2.0237 -2.9481 -2.2 -0.6 0.6
H 5.8418 2.8107 -2.7593 1.0 -1.7 0.1
H 6.0816 1.3683 -3.9057 0.4 0.7 2.1
H 2.0947 1.1612 -1.6800 1.1 0.1 0.6
H 3.6381 2.5120 -2.7402 0.0 -0.8 1.3
H 5.5436 -0.5464 0.3391 -2.0 0.8 -0.7
H 6.2362 -2.1207 -1.0954 -2.1 -0.5 0.4
H 5.3316 -2.8877 0.3321 -0.7 0.8 -2.0
H 3.8268 -4.2092 -1.6831 1.6 1.1 0.3
H 6.8914 -4.5695 -0.7959 -1.8 -1.0 -0.5
H 5.9457 -5.9474 -1.6756 -0.4 1.5 1.3
H 5.4428 -5.3270 0.0910 0.5 0.3 -2.1
H 5.3766 -4.5681 -3.4698 -0.1 1.3 0.7
C 0.8128 -3.7187 -0.7851 -3.2 1.2 -1.4
C 1.4442 -4.8206 -1.3590 -0.5 0.0 -0.2
C 0.8493 -5.4895 -2.4263 0.2 0.1 0.2
C -0.3879 -5.0652 -2.9163 0.4 0.1 0.4
C -1.0334 -3.9789 -2.3277 0.4 0.1 0.4
C -0.4267 -3.2982 -1.2682 0.2 -0.4 -0.3
C -2.3671 -3.5510 -2.8054 -0.7 0.8 0.3
O -2.9311 -2.5971 -2.2923 0.3 -0.3 -0.1
C -3.0095 -4.3001 -3.9060 -0.4 -0.1 -0.3
C -4.2933 -3.9437 -4.3289 -0.1 -0.1 -0.2
C -4.9008 -4.6359 -5.3744 0.1 0.1 0.1
C -4.2254 -5.6789 -6.0063 0.3 0.0 0.2
C -2.9486 -6.0404 -5.5839 -0.2 0.0 -0.1
C -2.3426 -5.3569 -4.5257 -0.3 0.0 -0.3
C -1.0021 -5.7714 -4.0614 0.4 -1.0 -0.7
O -0.4109 -6.6882 -4.6112 -0.2 0.4 0.3
H 1.2958 -3.1726 0.0705 -4.8 0.1 -3.5
H 2.4013 -5.1587 -0.9755 -0.1 -0.2 0.0
H 1.3509 -6.3451 -2.8715 -0.2 0.1 0.0
H -0.9186 -2.4421 -0.8137 0.0 -0.2 -0.2
H -4.8251 -3.1295 -3.8433 0.2 -0.1 0.0
H -5.9010 -4.3603 -5.6980 0.1 0.0 0.1
H -4.6964 -6.2138 -6.8263 0.1 0.1 0.1
H -2.4298 -6.8578 -6.0780 0.0 0.2 0.2
C -4.5085 1.4362 10.6950 0.0 0.2 -0.1
C -4.0860 0.7073 9.5847 0.0 0.2 -0.2
C -3.8214 1.3588 8.3826 0.0 -0.2 0.2
C -3.9909 2.7423 8.2849 -0.1 -0.3 0.3
C -4.4371 3.4681 9.3892 0.0 -0.4 0.2
C -4.6850 2.8142 10.5994 0.0 -0.2 0.1
C -4.6678 4.9255 9.2844 -0.4 0.6 1.0
O -5.0549 5.5621 10.2513 0.2 -0.3 -0.4
C -4.4310 5.5982 7.9891 0.0 0.4 -0.4
C -4.6997 6.9638 7.8594 0.0 0.2 -0.2
C -4.4669 7.6085 6.6464 0.0 -0.2 0.2
C -3.9570 6.8948 5.5632 0.0 -0.3 0.1
C -3.6934 5.5331 5.6873 0.0 0.3 -0.1
C -3.9397 4.8807 6.8990 0.0 0.4 -0.2
C -3.6903 3.4277 7.0099 0.4 -0.6 -0.8
O -3.2473 2.7999 6.0592 -0.1 0.2 0.3
H -4.7060 0.9289 11.6352 0.0 0.1 -0.1
H -3.9607 -0.3694 9.6563 0.0 0.2 0.0
H -3.4873 0.7850 7.5220 0.0 0.3 0.1
H -5.0200 3.3757 11.4676 0.1 0.0 -0.3
H -5.0945 7.5279 8.7005 0.1 -0.3 -0.1
H -4.6815 8.6689 6.5464 0.0 -0.2 0.0
H -3.7688 7.3992 4.6195 0.0 -0.1 0.1
H -3.3005 4.9815 4.8371 -0.1 0.0 0.3
C -11.4785 -5.5945 -7.2332 0.2 0.2 0.1
C -12.6169 -4.9180 -7.6678 0.1 0.3 0.0
C -12.6501 -3.5258 -7.6499 -0.1 -0.3 0.0
C -11.5466 -2.8061 -7.1849 -0.2 -0.5 0.0
C -10.4168 -3.4837 -6.7270 -0.2 -0.4 -0.1
C -10.3795 -4.8806 -6.7625 -0.2 -0.2 -0.1
C -9.2618 -2.7345 -6.1863 0.8 -0.5 0.3
O -8.2702 -3.3272 -5.7883 -0.2 0.2 -0.1
C -9.3281 -1.2586 -6.1262 0.2 0.5 0.1
C -8.2683 -0.5406 -5.5647 0.0 0.3 0.0
C -8.3167 0.8508 -5.5161 -0.1 -0.3 -0.1
C -9.4176 1.5295 -6.0356 -0.1 -0.2 -0.1
C -10.4777 0.8172 -6.5906 0.2 0.2 0.1
C -10.4381 -0.5796 -6.6276 0.3 0.4 0.1
C -11.5842 -1.3280 -7.1864 -1.0 0.6 -0.5
O -12.5513 -0.7343 -7.6378 0.4 -0.2 0.2
H -11.4496 -6.6803 -7.2559 0.0 0.2 0.0
H -13.4789 -5.4758 -8.0230 0.1 0.1 0.0
H -13.5391 -3.0044 -7.9951 0.3 0.1 0.1
H -9.4971 -5.4146 -6.4200 -0.1 0.2 0.0
H -7.4048 -1.0626 -5.1603 -0.2 0.0 -0.1
H -7.4941 1.4066 -5.0745 -0.1 -0.1 -0.1
H -9.4520 2.6150 -6.0042 0.0 -0.2 0.0
H -11.3353 1.3525 -6.9896 0.1 -0.3 0.0